Entry 1:
Density functional theory data (the ωB97M-V functional and the def2-TZVPD basis) for a molecular structure, C24H35F6FeN2O8S2SbSi3Te.

```
! wB97M-V def2-TZVPD RIJCOSX def2/J DEFGRID3
* xyz -1 6
Fe -9.05644 2.57012 18.01756
O -10.20955 7.46945 22.80546
C -11.02679 6.57228 22.48308
O -12.10966 6.32177 23.01882
C -10.62445 5.67285 21.28744
C -9.38771 5.87342 20.73394
C -8.86696 5.10169 19.70427
N -9.61242 4.12865 19.22217
C -10.81965 3.83713 19.73501
C -11.38789 4.60054 20.71500
C -11.55126 2.68763 19.03579
O -12.65439 2.33447 19.32235
O -10.84815 2.11124 18.07204
H -8.66805 6.54764 21.19470
H -7.90357 5.31471 19.27204
H -12.33189 4.26763 21.11116
F -5.66638 1.20064 12.31432
C -4.87771 1.96858 13.02309
F -4.79164 3.11449 12.30103
F -3.69388 1.36357 13.16277
S -5.42882 2.36023 14.76841
O -5.71194 1.12167 15.44808
O -4.45571 3.21013 15.29029
N -6.81825 3.08470 14.37215
S -7.88021 3.11058 15.51639
O -8.42146 1.81105 15.99067
O -7.64933 4.02056 16.62234
C -9.30085 3.74582 14.64781
F -10.33749 3.64185 15.50189
F -9.59212 3.11950 13.51090
F -9.04203 5.06033 14.38846
Te -7.09850 0.90913 19.25409
C -7.96786 0.60275 21.08895
C -7.60152 -0.43217 21.94692
C -8.01749 -0.51511 23.25920
C -8.95921 0.38737 23.71068
C -9.41990 1.37176 22.88488
C -9.00721 1.46604 21.56736
H -6.92231 -1.25341 21.58142
H -7.65243 -1.31390 23.90942
H -9.41305 0.34577 24.70112
H -10.16840 2.07153 23.18840
H -9.36124 2.27552 20.89425
C -6.00438 -2.78418 16.03635
Si -7.26385 -3.17909 17.37302
C -6.49307 -3.26990 19.07670
C -8.05274 -4.93571 16.89095
Sb -8.94523 -1.27616 17.57904
Si -9.73677 -1.02022 15.12585
C -8.43905 -0.43357 13.92223
C -10.45120 -2.69139 14.53726
C -11.07523 0.31227 15.06780
Si -11.14635 -1.95998 18.75297
C -10.73361 -1.67551 20.54200
C -12.52606 -0.80344 18.29539
C -11.61905 -3.79465 18.61248
H -5.12523 -3.46790 16.09416
H -5.63629 -1.77479 16.13568
H -6.46697 -2.86040 15.07208
H -5.89197 -4.16882 19.19317
H -7.33656 -3.36719 19.80052
H -5.92909 -2.31550 19.13500
H -7.30430 -5.33308 16.13267
H -8.97962 -4.74528 16.42474
H -8.14016 -5.68480 17.70656
H -7.99852 -1.20067 13.29363
H -7.67417 0.19469 14.35817
H -8.95270 0.32855 13.32271
H -9.69653 -3.41162 14.21077
H -10.99206 -2.47539 13.61836
H -11.07887 -3.37023 15.11020
H -11.29571 0.95413 15.99493
H -12.03971 -0.18414 14.87941
H -10.87905 0.97151 14.20292
H -10.54482 -0.60021 20.81223
H -9.91856 -2.32687 20.81605
H -11.63522 -1.94559 21.12260
H -12.45792 0.14965 18.80324
H -13.51995 -1.19757 18.56834
H -12.66001 -0.61203 17.22588
H -10.96646 -4.53529 19.01622
H -11.83383 -4.12757 17.63032
H -12.55798 -3.82195 19.17034
*
```

HOMO energy (alpha / beta): -5.039 / -5.443 eV
E_LUMO (alpha / beta): 2.0 / 0.2 eV
Max |F|: 3.133 eV/Å

***

Entry 2:
Density functional theory data (the ωB97M-V functional and the def2-TZVPD basis) for 2 unconnected molecules or ions with the total composition C4H10N2O.

```
! wB97M-V def2-TZVPD RIJCOSX def2/J DEFGRID3
* xyz 0 1
H -1.76200 -2.46388 1.75980
N -1.49828 -2.48794 0.77742
C -0.49018 -1.71992 0.65014
N 0.06704 -1.42984 -0.57596
C 1.53187 -1.29086 -0.57247
H 0.02011 -1.23013 1.47895
H -0.22737 -2.07071 -1.29594
H 1.86137 -0.98589 -1.56215
H 1.82809 -0.50133 0.11649
H 2.01675 -2.22205 -0.27230
C -1.01003 2.72362 -0.01609
C 0.22897 1.89320 -0.18773
O 1.12089 1.86458 0.62141
H -1.84257 2.16679 -0.44843
H -0.95022 3.70105 -0.48705
H -1.16976 2.85868 1.05254
H 0.27532 1.19460 -1.03862
*
```

HOMO energy: -9.216 eV
Energy relative to the best compared isomer or geometry (same formula, charge and spin): 188.85 kJ/mol
E_LUMO: 1.0 eV
Max |F|: 0.810 eV/Å
SMILES: [H]/N=C/NC.CC=O

***

Entry 3:
Density functional theory data (the ωB97M-V functional and the def2-TZVPD basis) for 2 unconnected molecules or ions with the total composition CH2BrN3.

```
! wB97M-V def2-TZVPD RIJCOSX def2/J DEFGRID3
* xyz 0 1
C -1.98383 1.78833 0.03749
N -1.95432 2.91951 0.27623
N 0.05520 0.12136 0.39873
N -1.99932 0.62318 -0.47267
Br -3.28534 -0.63610 0.10535
H 0.09985 -0.54843 -0.35946
H -0.26265 -0.30094 1.29893
*
```

HOMO energy (alpha / beta): -9.948 / -9.946 eV
Energy relative to the best compared isomer or geometry (same formula, charge and spin): 541.99 kJ/mol
E_LUMO (alpha / beta): -2.9 / -2.9 eV
Max |F|: 4.866 eV/Å

***

Entry 4:
Density functional theory data (the ωB97M-V functional and the def2-TZVPD basis) for a single C7H10N3OP molecule.

```
! wB97M-V def2-TZVPD RIJCOSX def2/J DEFGRID3
* xyz 0 1
C -3.21799 -0.79893 0.68502
C -2.48753 0.08624 -0.29092
O -1.14809 0.15226 0.19052
C -0.48152 1.33589 0.01402
N 0.78274 1.28964 0.37280
C 1.85910 2.05341 0.16078
P 3.39934 1.02388 0.17495
C 3.25479 -0.57156 -0.71232
N 2.25218 -1.38765 -0.66403
C 1.30770 -1.33654 0.25653
C 0.18282 -2.03907 -0.08281
N -0.61597 -2.81408 -0.35576
H -2.95772 -0.45675 1.65589
H -4.27191 -0.67769 0.58543
H -3.02440 -1.85536 0.68723
H -2.96727 1.13552 -0.60991
H -2.52338 -0.51506 -1.19590
H -1.14468 2.11914 -0.53393
H 2.03380 3.04922 0.62310
H 4.28077 1.74323 -0.67754
H 4.07178 -0.75506 -1.49636
H 1.41545 -0.78070 1.21320
*
```

HOMO energy (alpha / beta): -7.307 / -7.479 eV
Energy relative to the best compared isomer or geometry (same formula, charge and spin): 297.64 kJ/mol
E_LUMO (alpha / beta): -0.9 / -0.6 eV
Max |F|: 3.969 eV/Å
SMILES: CCO/C=N/C=[PH]=C/N=C/C#N